Molecular formula: C8H15F11FeN6O23S5
Method: DFT, wB97M-V/def2-TZVPD

Properties
E, eV: -183005.0582
HOMO-LUMO gap (spin up / spin down), Ha: 0.2708 / 0.1538
Maximum force, eV/A: 10.47
2S+1: 7

Element x y z (Å)
Fe: -2.1346 -20.0170 16.7716
C: 0.1160 -22.7450 13.8410
F: 1.1501 -22.7682 13.0156
F: -0.9372 -22.1986 13.2900
F: -0.1775 -24.0456 14.1578
S: 0.5011 -21.7628 15.4497
O: 1.1625 -22.5687 16.5340
O: 1.3889 -20.7261 14.9920
O: -0.7691 -21.2239 15.9158
C: -5.3748 -23.4469 16.5928
F: -6.2997 -22.5778 16.3812
F: -5.3556 -23.7744 17.9485
F: -5.6169 -24.5786 15.9332
S: -3.6649 -22.7374 16.0387
O: -2.6874 -23.6864 16.5872
O: -3.6514 -22.8465 14.5851
O: -3.4470 -21.3214 16.4792
C: -2.0077 -23.4321 19.8103
F: -1.9483 -23.6410 21.0667
F: -1.5435 -24.4892 19.1365
F: -3.2203 -23.1146 19.4859
S: -0.9452 -21.9441 19.3924
O: -1.0001 -21.0537 20.5516
O: 0.4122 -22.4035 19.0489
O: -1.5624 -21.2581 18.2487
N: 2.9798 -20.7465 17.9543
S: 3.9593 -19.7064 17.1963
O: 5.1132 -19.2730 17.9843
O: 3.3767 -18.7931 16.1852
F: 4.6189 -20.8054 16.1947
S: 1.9187 -19.4889 18.4168
O: 0.5668 -19.6075 17.8364
O: 2.2770 -18.1643 18.9620
F: 1.6403 -20.2605 19.8543
C: 0.6430 -17.4422 14.6228
N: -0.1872 -17.4973 15.8512
O: -0.9815 -18.4283 15.9938
O: -0.1370 -16.6261 16.7270
H: 0.5142 -18.3290 14.0022
H: 1.6556 -17.2318 14.9670
H: 0.3150 -16.5421 14.1030
C: -2.7092 -17.6629 20.5628
N: -1.6584 -18.0075 19.5408
O: -2.0258 -18.5603 18.4600
O: -0.4268 -17.9439 19.8959
H: -3.0816 -16.7011 20.2101
H: -2.4170 -17.6350 21.6125
H: -3.5939 -18.2971 20.5051
C: -3.2559 -20.2505 12.1830
N: -2.2965 -19.7159 13.2050
O: -2.5166 -19.9878 14.3805
O: -1.3291 -19.0552 12.8493
H: -4.1262 -19.5957 12.1393
H: -3.6341 -21.2598 12.3455
H: -2.8398 -20.1173 11.1844
C: -5.6713 -17.3312 16.1500
N: -4.3881 -17.5320 16.8006
O: -4.0312 -16.6830 17.5897
O: -3.8004 -18.6097 16.6734
H: -6.3652 -18.1672 16.2376
H: -5.4622 -17.0104 15.1295
H: -6.1611 -16.5844 16.7749
C: -5.4317 -21.1747 20.6450
N: -5.1102 -20.6135 19.2632
O: -6.0258 -20.6446 18.4643
O: -3.9637 -20.3599 18.9305
H: -6.5124 -21.2540 20.7633
H: -4.9729 -20.5117 21.3786
H: -4.9632 -22.1586 20.6690


Molecular formula: C8H15IN
Method: DFT, wB97M-V/def2-TZVPD

Properties
E, eV: -18121.4237
HOMO-LUMO gap, Ha: 0.3476
Charge: +1
Maximum force, eV/A: 5.66
SMILES string: C[NH2+][C@@]1(I)C=C(C)CCC1

Element x y z (Å)
C: -0.0282 0.1967 0.8012
C: 0.7978 1.1937 0.6465
C: 1.2036 1.7924 -0.6454
C: 0.1864 1.4338 -1.6795
C: -0.0688 -0.1274 -1.6441
C: -0.7784 -0.4440 -0.3628
C: 1.4432 1.9540 1.7475
C: -1.2911 -2.7613 1.0413
N: -0.7145 -2.1290 -0.2023
I: -2.9809 -0.3050 -0.3655
H: -0.2211 -0.2294 1.7216
H: 1.4801 2.8202 -0.7274
H: 2.1258 1.1771 -0.7990
H: -0.7627 1.8752 -1.4906
H: 0.7123 1.5848 -2.7043
H: -0.5489 -0.3936 -2.6791
H: 0.9521 -0.5919 -1.5061
H: 2.1262 2.6371 1.3972
H: 1.7261 1.3705 2.6599
H: 0.7038 2.7016 2.1046
H: -1.4052 -3.8421 0.9129
H: -0.9088 -2.4791 2.0664
H: -2.3372 -2.3953 1.1514
H: -1.4624 -2.4339 -0.9344
H: 0.0508 -2.6052 -0.5097


Molecular formula: C8H15IO3
Method: DFT, wB97M-V/def2-TZVPD

Properties
E, eV: -22781.6037
HOMO-LUMO gap, Ha: 0.3621
Maximum force, eV/A: 2.49
SMILES string: CCCCC(=O)O[C@@H](I)CCO

Element x y z (Å)
C: 3.0910 1.0495 1.0285
C: 2.9415 -0.2266 0.1940
C: 1.6928 -0.2311 -0.7118
C: 0.6613 -1.3007 -0.3579
C: -0.2033 -0.9133 0.8059
O: 0.1870 -0.1998 1.7206
O: -1.4400 -1.5358 0.8902
C: -2.4937 -0.9798 0.1547
I: -4.2475 -2.0726 0.8173
C: -2.6927 0.5155 0.3587
C: -2.3076 1.3732 -0.8496
O: -1.1100 0.9832 -1.4990
H: 2.7451 1.9190 0.4796
H: 2.5389 0.9957 1.9575
H: 4.1335 1.2312 1.2721
H: 3.8235 -0.2848 -0.4340
H: 2.9373 -1.0756 0.8675
H: 2.0058 -0.4192 -1.7327
H: 1.2347 0.7494 -0.6802
H: 0.0754 -1.5986 -1.2208
H: 1.2037 -2.1878 -0.0357
H: -2.4293 -1.2397 -0.8969
H: -3.7415 0.7065 0.5454
H: -2.1574 0.8599 1.2357
H: -2.1223 2.3772 -0.4925
H: -3.1244 1.4057 -1.5684
H: -1.2016 0.0995 -1.8482


Molecular formula: C8H15N
Method: DFT, wB97M-V/def2-TZVPD

Properties
E, eV: -10025.8247
HOMO-LUMO gap, Ha: 0.3308
Maximum force, eV/A: 2.28
SMILES string: CN[C@]12CCC[C@]1(C)C2

Element x y z (Å)
C: 2.8409 0.1574 0.0630
C: 0.4063 0.3354 0.1789
C: -0.0149 -0.8064 1.0718
C: -0.8360 -1.6426 0.0015
C: -1.0644 -0.6839 -1.2704
C: -0.8667 0.6784 -0.5712
C: -2.1360 1.0042 0.3660
C: 0.1400 1.7328 -0.2733
H: 2.7905 -0.1551 1.1127
H: 3.6215 -0.3716 -0.4385
H: 3.0565 1.2379 0.0688
H: 1.4700 -1.0863 -0.7970
H: 0.7123 -1.4608 1.5921
H: -0.6749 -0.4033 1.8349
H: -0.2919 -2.5470 -0.2357
H: -1.8101 -1.9252 0.3861
H: -2.0450 -0.9257 -1.6681
H: -0.2913 -0.8676 -2.0430
H: -2.7307 1.8007 -0.0103
H: -2.7861 0.1396 0.5153
H: -1.7760 1.3382 1.3399
H: 0.8760 2.0375 -1.0049
H: -0.1404 2.4985 0.4090
N: 1.5504 -0.0851 -0.6277


Molecular formula: C8H15N2
Method: DFT, wB97M-V/def2-TZVPD

Properties
E, eV: -11510.3068
HOMO-LUMO gap, Ha: 0.3308
Charge: +1
Maximum force, eV/A: 4.19
SMILES string: C=CN1C=C[N@H+](C)[C@H]1CC

Element x y z (Å)
C: 1.8201 0.2725 -0.3557
C: 1.4032 -0.1052 -1.5956
C: 1.7254 1.1770 2.5412
C: 0.7144 1.1609 1.6932
C: -0.4627 0.4420 -0.3092
C: -0.9356 -1.4145 1.3869
C: -0.9578 0.1708 -2.6709
C: -1.5204 -0.4045 0.3445
N: 0.8283 0.6246 0.4264
N: -0.0687 -0.2631 -1.5364
H: 2.7931 0.1260 0.0325
H: 1.9329 -0.6529 -2.3631
H: 1.5452 1.4255 3.5852
H: 2.7256 0.7949 2.3628
H: -0.2972 1.3025 1.9116
H: -0.8846 1.5373 -0.5129
H: -1.6941 -1.7487 2.1386
H: -0.1748 -0.9573 1.8781
H: -0.5817 -2.2956 0.8049
H: -0.8613 1.1903 -2.5935
H: -0.5242 -0.1856 -3.6007
H: -1.8880 -0.2824 -2.4800
H: -2.2202 0.2412 0.9210
H: -2.0910 -0.8922 -0.4918
H: -0.3260 -1.2634 -1.5168


Molecular formula: C8H15N2O
Method: DFT, wB97M-V/def2-TZVPD

Properties
E, eV: -13557.2754
HOMO-LUMO gap, Ha: 0.3535
Charge: +1
Maximum force, eV/A: 4.09
SMILES string: CN[C@H]1OCC[N+]1=C=C(C)C

Element x y z (Å)
C: 0.6464 -0.5083 0.4300
C: 0.3987 0.7757 2.4637
C: -0.5074 1.9959 2.6288
C: -1.3407 1.3095 0.5216
C: 1.3011 -1.1272 -0.4814
C: 1.1564 -2.6933 -0.6328
C: 2.1159 -0.3588 -1.5128
C: -2.2896 0.4292 -1.4289
N: 0.0854 0.3732 1.1196
N: -2.3337 0.6908 -0.0414
O: -1.6298 1.6930 1.7761
H: 1.5416 0.8145 2.4549
H: 0.0190 0.0017 3.1610
H: -0.9851 2.1662 3.5572
H: -0.0428 2.9431 2.1087
H: -0.6223 1.9252 -0.0017
H: 2.0923 -3.0370 -1.1138
H: 0.1793 -2.9231 -1.3033
H: 0.9558 -3.1110 0.4198
H: 1.8893 0.6918 -1.5318
H: 1.9338 -0.7916 -2.4988
H: 3.1664 -0.5268 -1.3175
H: -3.1598 -0.3400 -1.6774
H: -2.5410 1.4111 -1.8485
H: -1.2811 0.0358 -1.6895
H: -3.2032 0.4510 0.4533


Molecular formula: C8H15N2O
Method: DFT, wB97M-V/def2-TZVPD

Properties
E, eV: -13554.8564
HOMO-LUMO gap, Ha: 0.3355
Charge: +1
Maximum force, eV/A: 5.66

Element x y z (Å)
C: -1.9979 1.4184 1.8523
C: -0.8761 0.8483 1.5015
C: 0.9094 -0.3299 -0.9362
C: 0.8338 -0.7527 2.2937
C: -0.5424 -0.5848 1.7910
C: 0.4735 -1.1728 0.9333
C: 0.1996 1.9736 -2.4299
C: -0.3673 0.6071 -2.5905
N: 2.0870 -0.2354 -1.1239
N: 0.3621 -2.6258 0.6504
O: -0.2750 -0.2308 -1.3524
H: -2.2445 2.3816 1.6316
H: -2.7872 0.7789 2.4008
H: -0.0553 1.4051 0.9240
H: 1.4287 0.2339 2.3782
H: 1.0771 -1.6374 2.9681
H: -1.4949 -1.1715 2.1908
H: 1.2347 1.8942 -2.4203
H: -0.1680 2.7135 -3.2659
H: -0.2170 2.4928 -1.4809
H: 0.1360 0.0320 -3.3029
H: -1.4920 0.6511 -2.7454
H: 2.7074 0.2634 -1.7181
H: 1.3669 -3.1657 0.7162
H: -0.1908 -2.6933 -0.2204
H: -0.1077 -3.0941 1.3550


Molecular formula: C8H15N2O4P
Method: DFT, wB97M-V/def2-TZVPD

Properties
E, eV: -28997.7494
HOMO-LUMO gap, Ha: 0.2108
Charge: -2
Maximum force, eV/A: 3.88

Element x y z (Å)
C: 0.5446 -1.5823 -0.4454
C: -0.5914 0.5713 -1.2305
C: 1.0276 0.3320 1.0047
C: -0.4265 1.2993 0.1251
C: -0.1470 2.7517 0.1549
C: -1.7114 0.9827 0.9937
C: -0.9383 -1.6484 -2.3615
C: 0.1977 -1.6794 2.2458
N: -0.6913 -0.9330 -1.1024
N: 0.5298 -0.9867 1.0331
O: 1.7824 -1.0939 -0.9465
O: 2.4462 1.2893 -1.3167
O: 0.4444 -2.8379 -0.4232
O: 3.6819 -0.1181 0.4484
P: 2.4175 0.1922 -0.2386
H: -1.5032 1.0016 -1.6513
H: 0.3455 0.8293 -1.7184
H: 1.2549 0.7555 2.0472
H: 0.1333 3.1178 1.1584
H: -0.9640 3.4740 -0.2363
H: 0.6700 2.9212 -0.4958
H: -2.5649 1.1421 0.4204
H: -1.5764 1.4014 1.9551
H: -1.6139 -0.0582 0.9389
H: -0.2642 -1.4615 -3.3287
H: -0.8066 -2.7246 -2.1262
H: -1.8802 -1.3436 -2.7129
H: 0.9927 -1.6458 3.1103
H: -0.7119 -1.2524 2.7056
H: -0.0773 -2.6957 1.9928


Molecular formula: C8H15N2O5
Method: DFT, wB97M-V/def2-TZVPD

Properties
E, eV: -21746.6611
HOMO-LUMO gap, Ha: 0.3930
Charge: +1
Maximum force, eV/A: 6.01

Element x y z (Å)
C: 1.0301 2.3410 -1.4678
C: 0.4258 0.4209 -0.0841
C: -0.0069 0.2163 1.3339
C: 0.3982 -1.1948 1.7837
C: -0.1542 -2.3616 0.9881
C: -0.2786 -0.3137 -1.1909
C: -1.4686 -2.3666 0.4099
C: 1.0676 3.8065 -1.4777
N: 0.2357 -0.2726 -2.3588
N: 0.2606 1.8025 -0.3972
O: 1.7973 1.6419 -2.0923
O: -1.3693 0.2852 1.5144
O: 0.0424 -1.2860 3.1310
O: -2.1462 -3.5087 0.2452
O: -0.3746 -2.1669 -0.4658
H: 1.5662 0.1708 -0.0981
H: 0.5654 0.8481 2.0298
H: 1.5718 -1.3161 1.7486
H: 0.4642 -3.2147 1.1755
H: -1.7208 -0.2583 -1.0981
H: -2.0636 -1.4409 0.4769
H: 1.3747 4.4554 -2.3457
H: 0.0375 4.1366 -1.2177
H: 1.8091 3.8654 -0.6245
H: 1.2382 -0.1664 -2.4364
H: -0.1267 -0.5291 -3.2976
H: -0.5607 2.3346 -0.1641
H: -1.5730 0.4834 2.4262
H: -0.5153 -2.1761 3.1920
H: -1.5263 -4.2361 0.3614


Molecular formula: C8H15N2OP
Method: DFT, wB97M-V/def2-TZVPD

Properties
E, eV: -22854.0725
HOMO-LUMO gap (spin up / spin down), Ha: 0.2854 / 0.2880
Maximum force, eV/A: 2.78

Element x y z (Å)
C: -1.4929 -1.3930 -0.0332
C: -0.6971 -0.3999 0.2409
C: -2.8940 -1.4207 0.5419
C: -0.9000 0.7800 1.0870
C: -2.9776 -0.4835 1.7435
C: -2.4073 0.8892 1.3967
C: 3.1323 1.1928 -0.6763
C: 2.6600 1.0315 -2.1375
N: 3.1551 -0.1350 -0.0968
N: 2.2364 -0.3397 -2.2860
O: 2.1538 -2.5290 -0.7893
P: 1.9361 -1.0826 -0.7998
H: -1.1961 -2.2187 -0.6612
H: -3.6050 -1.1141 -0.2337
H: -3.1438 -2.4422 0.8346
H: -0.3303 0.6628 2.0150
H: -0.5552 1.6916 0.5950
H: -4.0143 -0.3908 2.0707
H: -2.4013 -0.9093 2.5683
H: -2.5574 1.5838 2.2251
H: -2.9237 1.2831 0.5195
H: 4.1414 1.6161 -0.6331
H: 2.4558 1.8685 -0.1377
H: 1.8606 1.7503 -2.3564
H: 3.4833 1.2181 -2.8355
H: 3.2417 -0.1568 0.9100
H: 1.6396 -0.5525 -3.0716


Molecular formula: C8H15N2OS
Method: DFT, wB97M-V/def2-TZVPD

Properties
E, eV: -24392.2754
HOMO-LUMO gap (spin up / spin down), Ha: 0.2867 / 0.2749
Charge: +1
Maximum force, eV/A: 2.48

Element x y z (Å)
C: -1.0845 2.1676 0.0450
C: -1.5707 -0.1892 0.1693
C: 0.4120 1.8190 0.0598
C: 2.9865 0.4143 0.2477
C: 1.6314 -1.5305 1.0877
C: 1.3613 -0.7484 -1.3010
C: -4.1521 -1.1647 -0.1296
C: 1.6063 -0.3226 0.1511
N: -1.9483 1.0495 0.0114
N: 0.7376 0.6280 0.6913
O: -1.5165 3.2713 -0.0134
S: -2.3930 -1.5992 0.1645
H: 0.7395 1.9191 -0.9910
H: 0.8549 2.6348 0.6563
H: 3.1411 0.8006 1.2521
H: 3.7632 -0.3130 0.0315
H: 3.0332 1.2299 -0.4682
H: 2.0299 -1.2442 2.0564
H: 2.2477 -2.3209 0.6718
H: 0.6203 -1.9032 1.2319
H: 1.3797 0.0805 -2.0047
H: 2.1206 -1.4614 -1.6070
H: 0.3853 -1.2330 -1.3506
H: -4.6888 -2.1086 -0.1093
H: -4.2665 -0.7000 -1.1046
H: -4.5084 -0.5181 0.6658
H: -2.9216 1.3423 -0.1141


Molecular formula: C8H15N2S
Method: DFT, wB97M-V/def2-TZVPD

Properties
E, eV: -22344.0762
HOMO-LUMO gap, Ha: 0.3091
Charge: +1
Maximum force, eV/A: 4.83
SMILES string: CCC[C@H]1[C@H](CC)N1C#[N+]S

Element x y z (Å)
C: 2.9757 0.6828 0.1699
C: 0.6731 -0.2476 -0.0486
C: 0.0095 0.7865 0.7675
C: 1.9165 -2.5463 -0.2455
C: -2.8623 0.6284 -0.6238
C: 0.9911 -1.6296 0.5694
C: -0.6690 1.9575 0.1754
C: -2.3117 1.7466 0.3394
N: 1.7673 0.7219 0.2666
N: 4.1603 0.8589 -0.0087
S: 5.7440 0.3916 -0.0609
H: 0.4785 -0.2758 -1.1146
H: -0.0999 0.6059 1.8502
H: 1.4302 -3.0356 -1.0223
H: 2.2619 -3.2768 0.4456
H: 2.8302 -2.0711 -0.4743
H: -2.6502 1.0062 -1.6159
H: -3.9197 0.6602 -0.3490
H: -2.5969 -0.4549 -0.5201
H: 1.6254 -1.3525 1.3851
H: 0.0461 -2.1757 0.9761
H: -0.5210 2.9222 0.6515
H: -0.4152 2.0491 -0.9003
H: -2.5612 1.6916 1.3841
H: -2.6519 2.7215 0.0062
H: 5.9067 0.5847 -1.4002


Among the records above, which one has the highest maximum force?
C8H15F11FeN6O23S5